No. 1
{"formula": "C45H100N5O4S", "method": "wB97M-V/def2-TZVPD", "symbols": ["S", "O", "O", "O", "O", "C", "C", "C", "N", "C", "C", "C", "C", "C", "C", "H", "H", "H", "H", "H", "H", "H", "H", "H", "H", "H", "H", "H", "H", "H", "H", "H", "H", "H", "H", "C", "C", "C", "N", "C", "C", "C", "C", "C", "C", "H", "H", "H", "H", "H", "H", "H", "H", "H", "H", "H", "H", "H", "H", "H", "H", "H", "H", "H", "H", "C", "C", "C", "N", "C", "C", "C", "C", "C", "C", "H", "H", "H", "H", "H", "H", "H", "H", "H", "H", "H", "H", "H", "H", "H", "H", "H", "H", "H", "H", "C", "C", "C", "N", "C", "C", "C", "C", "C", "C", "H", "H", "H", "H", "H", "H", "H", "H", "H", "H", "H", "H", "H", "H", "H", "H", "H", "H", "H", "H", "C", "C", "C", "N", "C", "C", "C", "C", "C", "C", "H", "H", "H", "H", "H", "H", "H", "H", "H", "H", "H", "H", "H", "H", "H", "H", "H", "H", "H", "H"], "positions_angstrom": [[0.00, 0.56, 0.24], [1.21, 0.97, 0.93], [0.12, 0.41, -1.24], [-0.50, -0.70, 0.81], [-0.98, 1.58, 0.42], [-1.59, -0.35, -5.47], [-2.11, 1.00, -4.94], [-1.11, 1.60, -3.92], [-1.58, 3.00, -3.29], [-2.82, 2.72, -2.32], [-3.22, 4.12, -1.63], [-2.13, 4.77, -0.75], [-0.90, 4.86, -1.66], [-0.49, 3.59, -2.39], [-2.03, 3.91, -4.46], [-2.36, -1.05, -5.78], [-1.03, -0.80, -4.65], [-1.06, -0.33, -6.42], [-3.09, 0.79, -4.53], [-2.30, 1.74, -5.72], [-0.13, 1.73, -4.37], [-0.95, 0.87, -3.13], [-2.37, 2.08, -1.57], [-3.66, 2.14, -2.71], [-4.00, 3.89, -0.90], [-3.72, 4.80, -2.31], [-1.81, 4.15, 0.08], [-2.37, 5.80, -0.46], [-0.03, 5.19, -1.09], [-1.07, 5.54, -2.49], [-0.21, 2.71, -1.83], [0.42, 3.87, -2.93], [-1.30, 3.87, -5.26], [-2.14, 4.94, -4.12], [-3.03, 3.60, -4.75], [-0.47, -4.41, 4.82], [0.09, -3.07, 4.93], [0.90, -2.68, 3.64], [1.65, -1.32, 3.83], [2.46, -1.29, 5.11], [3.37, -0.02, 5.17], [4.27, 0.16, 3.89], [3.47, 0.10, 2.61], [2.50, -1.16, 2.48], [0.63, -0.19, 3.90], [-1.25, -4.41, 4.07], [-1.03, -4.61, 5.74], [0.18, -5.26, 4.62], [0.77, -3.12, 5.78], [-0.75, -2.38, 5.03], [0.29, -2.59, 2.75], [1.69, -3.43, 3.56], [3.13, -2.14, 5.01], [1.79, -1.26, 5.97], [3.96, -0.13, 6.08], [2.77, 0.87, 5.36], [5.07, -0.58, 3.85], [4.94, 1.01, 4.01], [4.06, 0.01, 1.70], [3.04, 1.05, 2.30], [3.19, -2.01, 2.37], [1.79, -1.20, 1.66], [-0.02, -0.30, 3.03], [1.14, 0.77, 3.93], [0.04, -0.31, 4.81], [2.43, -0.99, -5.27], [2.56, -0.38, -3.91], [3.42, 0.90, -4.01], [4.00, 1.56, -2.68], [4.50, 2.94, -3.12], [5.24, 3.71, -2.02], [6.38, 2.96, -1.41], [6.10, 1.40, -1.19], [5.27, 0.72, -2.31], [2.98, 1.63, -1.55], [1.75, -1.84, -5.26], [3.40, -1.24, -5.71], [1.78, -0.39, -5.91], [3.09, -1.18, -3.38], [1.52, -0.19, -3.66], [2.75, 1.64, -4.44], [4.29, 0.81, -4.66], [5.17, 2.81, -3.97], [3.65, 3.53, -3.47], [5.59, 4.68, -2.38], [4.54, 3.93, -1.21], [7.21, 3.14, -2.10], [6.75, 3.32, -0.45], [7.04, 0.87, -1.07], [5.71, 1.19, -0.20], [5.85, 0.79, -3.23], [4.95, -0.30, -2.07], [2.55, 0.64, -1.41], [2.21, 2.24, -2.02], [3.39, 2.02, -0.62], [-3.62, -1.77, -1.88], [-2.62, -2.95, -2.05], [-1.35, -2.80, -1.13], [-0.04, -3.52, -1.61], [-0.17, -5.02, -1.71], [1.23, -5.86, -1.75], [2.16, -5.43, -0.64], [2.39, -3.91, -0.48], [1.03, -3.06, -0.53], [0.44, -3.01, -2.95], [-3.07, -0.84, -1.76], [-4.22, -1.99, -1.00], [-4.27, -1.84, -2.76], [-2.28, -3.25, -3.05], [-3.14, -3.85, -1.73], [-1.56, -3.00, -0.07], [-0.99, -1.78, -1.20], [-0.82, -5.14, -0.85], [-0.88, -5.19, -2.52], [1.02, -6.91, -1.57], [1.54, -5.69, -2.79], [1.73, -5.81, 0.29], [3.08, -5.95, -0.89], [2.95, -3.75, 0.44], [2.97, -3.58, -1.34], [0.46, -3.28, 0.37], [1.19, -1.98, -0.65], [1.42, -3.40, -3.20], [0.47, -1.93, -2.83], [-0.34, -3.16, -3.70], [-4.23, 4.05, 2.13], [-3.54, 2.71, 2.40], [-4.44, 1.59, 2.74], [-3.90, 0.21, 2.88], [-2.66, 0.00, 3.83], [-2.90, 0.51, 5.21], [-4.07, -0.38, 5.75], [-5.37, -0.35, 4.90], [-5.07, -0.62, 3.41], [-3.68, -0.43, 1.50], [-5.02, 4.01, 1.38], [-3.54, 4.82, 1.78], [-4.79, 4.45, 2.97], [-2.75, 2.86, 3.13], [-3.08, 2.45, 1.45], [-5.38, 1.70, 2.19], [-4.71, 1.93, 3.74], [-1.84, 0.62, 3.47], [-2.45, -1.05, 3.68], [-3.09, 1.58, 5.28], [-2.07, 0.39, 5.90], [-4.23, -0.02, 6.76], [-3.77, -1.39, 6.05], [-5.90, 0.59, 5.03], [-5.90, -1.20, 5.34], [-6.02, -0.44, 2.91], [-4.84, -1.68, 3.32], [-4.65, -0.59, 1.03], [-3.27, -1.41, 1.75], [-2.91, 0.16, 1.00]], "lowdin_charge": [0.161, -0.361, -0.425, -0.409, -0.369, -0.080, -0.218, -0.092, -0.185, -0.027, -0.129, -0.170, -0.167, -0.124, 0.026, 0.082, 0.051, 0.081, 0.104, 0.100, 0.122, 0.084, 0.097, 0.123, 0.092, 0.114, 0.101, 0.125, 0.129, 0.107, 0.092, 0.125, 0.112, 0.091, 0.106, -0.122, -0.248, -0.076, -0.217, -0.102, -0.130, -0.167, -0.174, -0.043, 0.011, 0.079, 0.094, 0.095, 0.114, 0.101, 0.115, 0.130, 0.142, 0.129, 0.121, 0.107, 0.111, 0.117, 0.100, 0.092, 0.117, 0.082, 0.062, 0.112, 0.087, -0.104, -0.242, -0.079, -0.228, -0.109, -0.176, -0.157, -0.131, -0.070, 0.033, 0.069, 0.096, 0.080, 0.108, 0.084, 0.126, 0.130, 0.138, 0.130, 0.132, 0.110, 0.116, 0.120, 0.118, 0.092, 0.128, 0.128, 0.075, 0.094, 0.105, -0.061, -0.194, -0.096, -0.243, -0.075, -0.115, -0.196, -0.121, -0.056, -0.001, 0.067, 0.065, 0.083, 0.091, 0.106, 0.125, 0.076, 0.126, 0.127, 0.123, 0.109, 0.119, 0.123, 0.103, 0.099, 0.103, 0.101, 0.106, 0.075, 0.097, -0.075, -0.235, -0.163, -0.195, -0.093, -0.150, -0.169, -0.133, -0.125, 0.027, 0.074, 0.071, 0.083, 0.123, 0.082, 0.155, 0.126, 0.113, 0.130, 0.124, 0.119, 0.114, 0.113, 0.116, 0.125, 0.139, 0.135, 0.106, 0.094, 0.077], "max_force_ev_per_a": 4.0, "gap_ev": 8.71, "lumo_energy_ha": -0.200, "total_energy_ev": -74737.340, "total_charge": 3}



No. 2
{"formula": "C35H58BrFNO8P", "method": "wB97M-V/def2-TZVPD", "symbols": ["C", "P", "C", "C", "C", "C", "Br", "C", "C", "C", "O", "F", "C", "C", "C", "O", "N", "C", "C", "C", "C", "C", "C", "C", "C", "C", "O", "H", "H", "H", "H", "H", "H", "H", "H", "H", "H", "H", "H", "H", "H", "H", "H", "H", "H", "C", "C", "C", "O", "H", "H", "H", "H", "H", "H", "H", "H", "C", "C", "C", "O", "H", "H", "H", "H", "H", "H", "H", "H", "C", "C", "C", "O", "H", "H", "H", "H", "H", "H", "H", "H", "C", "C", "C", "O", "H", "H", "H", "H", "H", "H", "H", "H", "C", "C", "C", "O", "H", "H", "H", "H", "H", "H", "H", "H"], "positions_angstrom": [[3.96, -2.59, 1.13], [2.90, -2.87, -0.43], [4.16, -3.60, -1.65], [2.52, -1.19, -1.14], [2.78, -0.92, -2.57], [2.54, 0.39, -3.17], [2.95, 0.64, -5.07], [2.01, 1.50, -2.34], [1.77, 2.93, -2.91], [0.43, 3.61, -2.44], [0.42, 4.80, -2.24], [-0.70, 2.83, -2.23], [1.72, 1.19, -0.96], [1.95, -0.13, -0.32], [1.52, -0.08, 1.18], [1.76, -0.78, 2.11], [0.72, 1.13, 1.21], [-0.74, 0.92, 1.36], [-1.51, 0.68, 0.01], [-2.75, -0.26, 0.12], [-3.40, -0.65, -1.15], [-4.58, -1.50, -1.19], [-5.16, -1.99, 0.07], [-4.51, -1.62, 1.33], [-3.32, -0.77, 1.36], [1.18, 2.06, 0.21], [1.14, 3.25, 0.39], [4.78, -3.35, 1.15], [3.33, -2.72, 2.05], [4.35, -1.54, 1.04], [4.88, -2.76, -1.88], [3.69, -3.90, -2.61], [4.74, -4.41, -1.14], [3.19, -1.71, -3.24], [2.67, 3.57, -2.71], [1.70, 2.82, -4.03], [-0.91, 0.08, 2.09], [-1.15, 1.84, 1.87], [-1.88, 1.67, -0.37], [-0.84, 0.26, -0.79], [-2.96, -0.29, -2.12], [-5.03, -1.74, -2.19], [-6.07, -2.62, 0.02], [-4.97, -2.03, 2.27], [-2.87, -0.50, 2.34], [3.18, 7.26, 1.22], [4.17, 6.19, 0.77], [3.81, 5.66, -0.61], [4.17, 5.12, 1.71], [2.17, 6.85, 1.29], [3.44, 7.63, 2.21], [3.17, 8.11, 0.53], [5.18, 6.61, 0.75], [2.82, 5.19, -0.62], [4.53, 4.89, -0.90], [3.82, 6.45, -1.36], [3.28, 4.75, 1.73], [-5.87, -5.39, 4.63], [-4.71, -4.48, 4.25], [-3.73, -4.31, 5.41], [-5.21, -3.20, 3.88], [-6.43, -4.97, 5.47], [-6.56, -5.48, 3.80], [-5.51, -6.38, 4.91], [-4.19, -4.89, 3.39], [-4.23, -3.86, 6.27], [-2.91, -3.65, 5.13], [-3.32, -5.28, 5.71], [-5.68, -2.82, 4.64], [-0.98, 5.23, -6.57], [0.29, 5.01, -5.76], [1.39, 5.96, -6.19], [0.73, 3.66, -5.92], [-0.80, 5.04, -7.63], [-1.76, 4.53, -6.26], [-1.35, 6.25, -6.45], [0.07, 5.15, -4.70], [1.66, 5.80, -7.24], [2.30, 5.78, -5.60], [1.09, 7.00, -6.06], [0.92, 3.52, -6.85], [-9.29, -2.91, 7.38], [-8.28, -2.07, 6.61], [-8.93, -0.83, 6.02], [-7.72, -2.86, 5.56], [-10.10, -3.25, 6.73], [-8.82, -3.80, 7.79], [-9.73, -2.34, 8.21], [-7.46, -1.78, 7.27], [-9.72, -1.10, 5.32], [-8.20, -0.25, 5.46], [-9.35, -0.20, 6.80], [-8.44, -3.13, 4.97], [8.53, -4.94, -2.38], [7.83, -4.02, -3.37], [8.78, -3.54, -4.45], [7.30, -2.90, -2.67], [9.36, -4.42, -1.88], [7.84, -5.27, -1.60], [8.94, -5.82, -2.88], [6.99, -4.55, -3.82], [9.61, -2.98, -4.02], [8.27, -2.88, -5.15], [9.19, -4.38, -5.02], [8.03, -2.42, -2.26]], "lowdin_charge": [-0.290, 0.903, -0.318, -0.305, -0.098, -0.525, 0.727, -0.143, -0.040, -0.398, 0.123, 0.081, -0.007, -0.051, -0.335, 0.131, -0.001, -0.120, -0.124, -0.190, -0.052, -0.085, -0.081, -0.065, -0.034, -0.334, 0.140, 0.035, 0.025, 0.048, 0.030, 0.037, 0.037, 0.084, 0.139, 0.065, 0.118, 0.139, 0.118, 0.118, 0.105, 0.092, 0.090, 0.070, 0.096, -0.063, -0.496, -0.068, -0.056, 0.083, 0.078, 0.078, 0.136, 0.058, 0.079, 0.082, 0.079, -0.066, -0.479, -0.060, -0.092, 0.062, 0.081, 0.079, 0.141, 0.081, 0.079, 0.079, 0.071, -0.057, -0.488, -0.055, -0.082, 0.081, 0.082, 0.083, 0.118, 0.082, 0.079, 0.083, 0.091, -0.062, -0.486, -0.061, -0.073, 0.083, 0.080, 0.081, 0.141, 0.083, 0.081, 0.081, 0.101, -0.064, -0.500, -0.065, -0.071, 0.082, 0.075, 0.081, 0.138, 0.081, 0.080, 0.080, 0.091], "smiles": "CP(C)c1cc(Br)c(CC(=O)F)c2c1C(=O)N(CCc1ccccc1)C2=O.CC(C)O.CC(C)O.CC(C)O.CC(C)O.CC(C)O", "max_force_ev_per_a": 2.9, "gap_ev": 7.51, "lumo_energy_ha": -0.020, "total_energy_ev": -137152.449, "total_charge": 0}